Record 1
ORCA calculation (the ωB97M-V functional and the def2-TZVPD basis) on C9H25AsF6NaO10S3 as an isolated structure.

Computed properties:
total energy = -144283.4946 eV
frontier orbital gap = 5.25 eV
net charge = -1

Element x y z (Å)
As (-10.936, -12.080, 0.109)
S (-7.623, -14.035, -4.047)
S (-10.570, -10.271, -5.211)
S (-7.714, -8.796, 0.904)
Na (-8.710, -11.081, -2.435)
F (-9.234, -11.784, 0.348)
F (-12.636, -12.385, -0.244)
F (-10.538, -12.513, -1.545)
F (-11.180, -10.432, -0.403)
F (-10.860, -13.774, 0.591)
F (-11.224, -11.657, 1.776)
O (-11.374, -11.683, -5.038)
O (-7.245, -13.351, -5.245)
O (-6.330, -9.091, 1.116)
O (-9.550, -10.460, -6.185)
O (-7.083, -10.210, -4.116)
O (-7.889, -7.206, 1.085)
O (-7.565, -13.347, -2.777)
O (-6.720, -15.416, -3.926)
O (-8.373, -9.228, -0.297)
O (-10.243, -9.841, -3.871)
C (-11.912, -9.189, -5.823)
C (-8.604, -9.363, 2.362)
C (-6.376, -15.885, -2.633)
C (-13.015, -13.098, -3.835)
C (-9.268, -14.780, -4.289)
C (-5.045, -15.337, -2.184)
C (-9.139, -6.623, 0.725)
C (-12.539, -11.705, -4.223)
C (-8.957, -5.132, 0.481)
H (-9.242, -15.245, -5.271)
H (-9.938, -4.655, 0.491)
H (-9.674, -9.308, 2.177)
H (-5.055, -14.253, -2.076)
H (-7.493, -9.596, -3.500)
H (-12.623, -9.004, -5.024)
H (-11.459, -8.303, -6.256)
H (-9.368, -15.518, -3.495)
H (-12.650, -13.369, -2.849)
H (-9.483, -7.088, -0.201)
H (-8.332, -8.776, 3.239)
H (-4.723, -15.777, -1.234)
H (-13.369, -11.103, -4.612)
H (-14.105, -13.012, -3.787)
H (-9.887, -6.752, 1.511)
H (-8.285, -10.372, 2.613)
H (-4.220, -15.590, -2.856)
H (-12.415, -9.727, -6.628)
H (-12.312, -11.159, -3.297)
H (-8.397, -4.893, -0.420)
H (-6.407, -16.978, -2.570)
H (-10.073, -14.053, -4.228)
H (-7.184, -15.624, -1.938)
H (-12.899, -13.853, -4.613)
H (-8.429, -4.653, 1.311)

Record 2
ORCA calculation (the ωB97M-V functional and the def2-TZVPD basis) on C9H25ClIN2O2OsP2 as an isolated structure.

Computed properties:
total energy = -58451.6907 eV
frontier orbital gap (alpha / beta) = 5.91 / 5.87 eV
expectation value of S² = 6.0315
multiplicity = 5
energy relative to the best compared isomer or geometry (same formula, charge and spin) = 67.7 kJ/mol
net charge = +3

Element x y z (Å)
Os (-0.007, -0.897, -0.058)
I (-0.031, -3.221, -1.127)
Cl (-0.015, -2.420, 1.898)
P (-2.099, -0.271, -0.335)
P (2.092, -0.292, -0.339)
O (0.000, 0.405, 1.710)
O (0.016, 2.600, -1.417)
N (1.162, 0.040, 3.643)
N (-1.151, 0.046, 3.651)
C (0.014, 1.513, -1.923)
C (2.540, 1.318, 0.376)
C (-3.211, -1.463, 0.492)
C (2.747, -0.187, -2.025)
C (3.182, -1.495, 0.502)
C (0.014, 1.244, -3.404)
C (-2.527, 1.340, 0.391)
C (-2.747, -0.140, -2.021)
C (0.001, 0.135, 2.971)
H (2.372, -1.041, -2.605)
H (3.632, 1.350, 0.464)
H (0.891, 0.674, -3.740)
H (0.019, 2.210, -3.938)
H (-4.238, -1.218, 0.195)
H (-3.131, -1.427, 1.586)
H (-3.619, 1.409, 0.431)
H (3.842, -0.213, -1.999)
H (-2.395, -1.002, -2.604)
H (2.067, 1.402, 1.360)
H (1.211, -0.230, 4.624)
H (2.030, -0.006, 3.097)
H (-2.964, -2.479, 0.167)
H (2.411, 0.749, -2.481)
H (-2.095, 1.392, 1.397)
H (-3.843, -0.134, -2.000)
H (4.203, -1.318, 0.143)
H (-2.098, 2.163, -0.198)
H (2.872, -2.512, 0.244)
H (3.161, -1.399, 1.596)
H (-0.869, 0.682, -3.739)
H (-2.024, -0.012, 3.102)
H (-2.383, 0.788, -2.473)
H (-1.201, -0.227, 4.628)
H (2.167, 2.146, -0.244)